C18H29Br9O9S as an isolated structure at a distorted geometry. Source: OMol25; level of theory: wB97M-V/def2-TZVPD.

## Properties
Total charge ... +1
Frontier orbital gap (alpha / beta) ... 0.257 / 0.076 Ha
⟨S²⟩ ... 0.757
Multiplicity ... 2
Maximum force ... 4.95 eV/A
HOMO energy (alpha / beta) ... -12.0 / -12.0 eV

Atoms and positions in Å:
1 O -5.685 3.856 -4.174
2 C -5.069 2.987 -3.691
3 O -5.245 2.593 -2.394
4 C -4.087 1.962 -1.868
5 C -3.440 1.381 -3.140
6 C -3.968 2.270 -4.266
7 H -4.289 1.228 -1.088
8 H -3.522 2.788 -1.435
9 H -3.881 0.421 -3.411
10 H -2.411 1.021 -3.162
11 H -4.250 1.877 -5.243
12 H -3.246 3.055 -4.490
13 O 4.236 -6.812 0.081
14 C 3.473 -5.861 -0.109
15 O 3.709 -4.892 -0.923
16 C 2.976 -3.705 -0.542
17 C 2.174 -4.056 0.663
18 C 2.256 -5.537 0.705
19 H 2.329 -3.484 -1.390
20 H 3.669 -2.884 -0.355
21 H 1.143 -3.710 0.585
22 H 2.614 -3.574 1.535
23 H 1.384 -6.110 0.390
24 H 2.313 -5.954 1.711
25 O -4.943 -0.963 4.681
26 C -4.366 -1.883 4.060
27 O -4.361 -1.811 2.651
28 C -3.607 -2.846 2.022
29 C -2.646 -3.406 3.189
30 C -3.358 -2.900 4.465
31 H -3.072 -2.228 1.301
32 H -4.127 -3.656 1.511
33 H -1.672 -2.918 3.164
34 H -2.444 -4.478 3.182
35 H -2.798 -2.432 5.275
36 H -4.004 -3.666 4.892
37 O 3.712 5.050 -5.027
38 S 3.579 5.805 -3.771
39 O 2.729 7.006 -3.752
40 O 3.073 4.824 -2.512
41 C 3.594 3.509 -2.424
42 C 2.483 2.511 -2.267
43 C 5.368 6.220 -3.278
44 H 4.222 3.399 -1.539
45 H 4.190 3.030 -3.201
46 H 2.726 1.454 -2.155
47 H 1.970 2.591 -3.225
48 H 1.839 2.862 -1.461
49 H 5.487 7.301 -3.208
50 H 6.088 5.903 -4.033
51 H 5.599 5.934 -2.252
52 C -0.678 -1.237 0.119
53 Br -2.227 -0.120 0.464
54 Br 0.711 -0.227 -0.892
55 Br -1.251 -2.760 -1.110
56 H -0.272 -1.562 1.077
57 C -2.178 1.622 3.771
58 Br -1.757 0.401 5.331
59 Br -0.525 2.012 2.710
60 Br -2.892 3.371 4.424
61 H -2.872 1.184 3.053
62 C 3.127 -1.186 4.172
63 Br 4.095 0.346 3.344
64 Br 1.534 -1.654 3.104
65 Br 2.933 -1.244 6.158
66 H 3.810 -2.018 3.998

---

A 8-piece molecular cluster, C24H43BNO32PS8 overall at a distorted geometry. Source: OMol25; level of theory: wB97M-V/def2-TZVPD.

## Properties
Frontier orbital gap ... 0.252 Ha
SMILES ... COB(O)C1=C([PH2]=N)C(=O)C=C(CCCS)C1=O.O=S1(=O)OCCO1.O=S1(=O)OCCO1.O=S1(=O)OCCO1.O=S1(=O)OCCO1.O=S1(=O)OCCO1.O=S1(=O)OCCO1.O=S1(=O)OCCO1
Maximum force ... 4.99 eV/A
HOMO energy ... -7.9 eV

Atoms and positions in Å:
1 C -0.962 3.051 -0.751
2 O -0.201 3.036 0.499
3 B 1.132 3.497 0.164
4 O 1.343 4.924 0.215
5 C 2.342 2.518 -0.290
6 C 3.059 2.679 -1.519
7 P 2.699 4.037 -2.772
8 N 2.383 3.301 -4.186
9 C 4.219 1.621 -1.879
10 O 5.317 1.955 -2.367
11 C 3.857 0.103 -1.510
12 C 3.135 -0.063 -0.294
13 C 2.663 -1.524 0.181
14 C 1.655 -2.040 -0.992
15 C 0.163 -2.293 -0.461
16 S -0.451 -0.669 0.227
17 C 2.814 1.250 0.580
18 O 2.958 1.287 1.816
19 H -0.827 4.053 -1.287
20 H -0.558 2.232 -1.448
21 H -2.071 2.811 -0.548
22 H 2.314 5.026 0.096
23 H 3.827 4.896 -3.014
24 H 1.502 4.768 -2.437
25 H 2.458 2.282 -4.016
26 H 4.137 -0.745 -2.203
27 H 2.107 -1.491 1.177
28 H 3.574 -2.200 0.181
29 H 2.075 -2.974 -1.515
30 H 1.555 -1.261 -1.835
31 H -0.493 -2.506 -1.377
32 H 0.059 -3.171 0.250
33 H -0.853 -0.944 1.541
34 C -6.022 3.532 -2.503
35 C -5.389 3.142 -3.828
36 O -4.229 2.387 -3.475
37 S -4.520 1.584 -2.098
38 O -4.905 0.246 -2.431
39 O -3.467 1.883 -1.173
40 O -5.849 2.397 -1.652
41 H -5.499 4.380 -2.050
42 H -7.080 3.773 -2.607
43 H -5.116 4.008 -4.430
44 H -6.052 2.493 -4.406
45 C -0.469 -7.880 -1.350
46 C -0.666 -7.373 0.070
47 O -0.322 -5.988 0.019
48 S -0.712 -5.397 -1.441
49 O -1.986 -4.754 -1.338
50 O 0.443 -4.753 -1.992
51 O -0.918 -6.820 -2.195
52 H 0.589 -8.060 -1.562
53 H -1.037 -8.790 -1.546
54 H -0.040 -7.899 0.790
55 H -1.714 -7.450 0.375
56 C 5.798 2.524 4.384
57 C 6.469 2.220 3.056
58 O 7.631 1.459 3.392
59 S 7.316 0.572 4.712
60 O 6.958 -0.749 4.292
61 O 8.339 0.826 5.682
62 O 5.965 1.342 5.169
63 H 6.297 3.349 4.900
64 H 4.739 2.757 4.268
65 H 6.745 3.124 2.513
66 H 5.829 1.598 2.423
67 C -5.471 -3.370 2.033
68 C -4.664 -4.498 2.658
69 O -4.109 -5.212 1.554
70 S -3.823 -4.172 0.339
71 O -2.442 -3.788 0.401
72 O -4.451 -4.675 -0.842
73 O -4.704 -2.935 0.910
74 H -6.436 -3.731 1.667
75 H -5.631 -2.545 2.726
76 H -5.276 -5.156 3.273
77 H -3.837 -4.106 3.257
78 C 9.968 0.092 9.369
79 C 10.638 -0.209 8.038
80 O 11.800 -0.971 8.373
81 S 11.487 -1.861 9.692
82 O 11.127 -3.181 9.269
83 O 12.509 -1.610 10.660
84 O 10.135 -1.092 10.151
85 H 10.467 0.915 9.886
86 H 8.909 0.326 9.253
87 H 10.914 0.696 7.498
88 H 9.997 -0.829 7.405
89 C -0.479 -1.711 -5.390
90 C -1.620 -1.877 -4.399
91 O -1.613 -0.678 -3.625
92 S -1.113 0.553 -4.556
93 O -2.270 1.245 -5.043
94 O -0.036 1.215 -3.889
95 O -0.506 -0.334 -5.771
96 H 0.487 -1.916 -4.919
97 H -0.597 -2.350 -6.266
98 H -1.492 -2.749 -3.758
99 H -2.584 -1.942 -4.913
100 C -11.855 4.178 -3.341
101 C -11.246 5.506 -2.920
102 O -9.839 5.342 -3.102
103 S -9.581 4.342 -4.353
104 O -9.322 5.134 -5.517
105 O -8.708 3.293 -3.919
106 O -11.086 3.752 -4.467
107 H -11.750 3.428 -2.553
108 H -12.906 4.274 -3.612
109 H -11.473 5.758 -1.884
110 H -11.579 6.318 -3.572

---

C19H31F9HfOP2 as an isolated structure at a distorted geometry. Source: OMol25; level of theory: wB97M-V/def2-TZVPD.

## Properties
ΔE to the lowest compared entry with this formula, charge and spin ... 0.0 kcal/mol
Total charge ... +2
Frontier orbital gap ... 0.139 Ha
Maximum force ... 5.21 eV/A
HOMO energy ... -13.4 eV

Atoms and positions in Å:
1 P 0.586 3.106 -2.053
2 P 0.096 0.484 -3.678
3 C 0.935 3.183 -3.893
4 C 0.178 2.094 -4.656
5 H 2.025 3.081 -4.026
6 H 0.646 4.186 -4.249
7 H -0.859 2.404 -4.869
8 H 0.665 1.883 -5.623
9 C 1.742 -0.168 -4.207
10 H 1.801 -1.229 -3.933
11 H 2.552 0.376 -3.699
12 H 1.863 -0.065 -5.295
13 C -0.985 -0.348 -4.917
14 H -0.521 -0.340 -5.914
15 H -1.950 0.175 -4.967
16 H -1.158 -1.382 -4.602
17 C 1.730 4.468 -1.616
18 H 1.649 4.660 -0.542
19 H 1.480 5.378 -2.183
20 H 2.758 4.160 -1.853
21 C -1.033 3.993 -2.095
22 H -1.815 3.371 -2.556
23 H -0.933 4.929 -2.663
24 H -1.329 4.223 -1.064
25 Hf -0.172 -0.740 2.470
26 C -1.235 -1.461 0.620
27 C 0.087 -1.912 0.431
28 C 1.104 -1.209 -0.464
29 C 1.928 -0.080 0.179
30 C 1.228 0.656 1.312
31 C -0.015 1.256 1.097
32 C -0.888 0.995 -0.110
33 C -1.829 -0.225 -0.043
34 C -1.717 0.433 3.393
35 H -1.977 -2.223 0.883
36 H 0.284 -2.984 0.598
37 H 0.624 -0.841 -1.392
38 H 1.817 -1.984 -0.794
39 H 2.896 -0.469 0.529
40 H 2.208 0.633 -0.614
41 H 1.890 1.068 2.092
42 H -0.259 2.186 1.625
43 H -0.275 0.910 -1.027
44 H -1.518 1.884 -0.288
45 H -2.784 0.043 0.436
46 H -2.108 -0.492 -1.077
47 H -2.721 -0.006 3.309
48 H -1.779 1.445 2.963
49 H -1.523 0.598 4.462
50 F 0.653 -4.555 2.582
51 C 0.733 -4.447 3.939
52 F 0.369 -5.645 4.473
53 F 2.034 -4.221 4.228
54 C -0.119 -3.246 4.426
55 O 0.344 -2.085 3.773
56 C -1.615 -3.423 4.080
57 F -2.261 -4.455 4.643
58 F -2.292 -2.275 4.403
59 F -1.749 -3.559 2.718
60 C 0.083 -3.100 5.966
61 F -0.295 -4.208 6.656
62 F 1.376 -2.838 6.252
63 F -0.647 -2.045 6.428

---

> Among the records above, which one has the highest maximum force?

C19H31F9HfOP2

---

> Which of these has the lowest maximum force?

C18H29Br9O9S

---

> Look up the maximum force of the second one.

4.99 eV/A